Record 1
ORCA calculation (wB97M-V/def2-TZVPD) on a structure of composition C45H37HfOP2 in a non-equilibrium geometry.

Calculated values
Lowest unoccupied orbital energy = -10.7 eV
Charge = +3
Electronic energy = -69167.541 eV
Kohn-Sham gap = 5.55 eV

Geometry (Å):
Hf 0.91415 -0.20134 -1.14928
P 0.55348 2.12431 0.01606
C -2.46948 -0.29162 1.43435
O -1.47569 -0.08961 0.74530
P 0.23202 -2.35354 -0.16176
C -1.11810 2.86127 0.23015
C 1.27786 3.12618 -1.33554
C 1.41674 2.59810 1.55158
C 0.70356 -3.23279 1.34278
C -1.29328 -3.15340 -0.80640
C 1.62195 -2.62954 -1.30920
C -1.44405 3.71389 1.29657
C -2.74564 4.22335 1.41308
C -3.71864 3.90673 0.45954
C -3.38919 3.05274 -0.60392
C -2.10508 2.52527 -0.70862
H -0.68352 3.98249 2.03402
H -2.98977 4.87007 2.25757
H -4.73167 4.31372 0.54714
H -4.14491 2.79622 -1.35322
H -1.86711 1.82397 -1.51671
C 1.13165 1.85474 2.71066
C 1.69315 2.23062 3.92838
C 2.57546 3.32206 3.99633
C 2.92313 4.00515 2.82452
C 2.35467 3.63993 1.59969
H 0.46536 0.98884 2.63871
H 1.43954 1.67820 4.83575
H 2.99121 3.63304 4.95993
H 3.63421 4.83013 2.86639
H 2.62624 4.16729 0.68226
C 0.69389 4.33143 -1.76063
C 1.11115 4.91576 -2.95916
C 2.10867 4.30197 -3.73327
C 2.72020 3.12948 -3.28167
C 2.33150 2.54667 -2.07021
H -0.10001 4.79407 -1.16623
H 0.64481 5.84052 -3.30070
H 2.41578 4.75424 -4.68338
H 3.51024 2.65772 -3.87218
H 2.87589 1.66221 -1.68753
C -1.60625 -3.12740 -2.17085
C -2.84037 -3.59368 -2.61696
C -3.78572 -4.06703 -1.70506
C -3.49194 -4.05688 -0.33583
C -2.25997 -3.59160 0.11548
H -0.92512 -2.64171 -2.87191
H -3.07445 -3.55728 -3.68295
H -4.75044 -4.43425 -2.06303
H -4.23263 -4.41258 0.38213
H -2.04172 -3.54125 1.18430
C 0.44651 -2.64525 2.59370
C 0.80390 -3.32790 3.75368
C 1.42893 -4.57952 3.67979
C 1.73379 -5.12969 2.43009
C 1.38671 -4.45226 1.25884
H -0.02937 -1.66467 2.63228
H 0.59101 -2.88049 4.72333
H 1.68584 -5.11859 4.59239
H 2.24153 -6.09040 2.36020
H 1.64430 -4.85656 0.27894
C 1.53354 -3.57521 -2.34370
C 2.22444 -3.32047 -3.53417
C 2.87705 -2.10587 -3.76016
C 3.04300 -1.17495 -2.71790
C 2.67104 -1.58798 -1.38805
H 0.92200 -4.47270 -2.21410
H 2.20974 -4.09424 -4.30985
H 3.29085 -1.90735 -4.75654
H 3.65711 -0.27873 -2.85644
H 3.37804 -1.46315 -0.53198
H -3.50250 -0.17641 1.20140
H -2.53934 -0.57950 2.45241
C -0.53715 -0.10846 -2.61574
C -1.76256 -0.12618 -2.88232
C -3.12395 -0.20197 -3.18078
C -4.03974 -0.38444 -2.12364
C -5.38129 -0.61157 -2.39551
C -5.83110 -0.57700 -3.72368
C -4.94011 -0.32344 -4.77556
C -3.59040 -0.11751 -4.50797
H -3.65842 -0.36397 -1.10216
H -6.07298 -0.81648 -1.57676
H -6.88910 -0.72541 -3.94387
H -5.31015 -0.28368 -5.79962
H -2.87269 0.10136 -5.29776

Force components x, y, z for each atom (eV/Å):
Hf -1.74 2.79 -0.72
P -0.04 2.62 0.95
C 0.88 0.51 -0.63
O -1.21 -0.59 0.89
P -0.56 -3.05 1.06
C -0.47 -0.46 -0.06
C -0.01 -0.34 -0.09
C 0.58 -0.60 0.10
C 0.31 0.71 0.74
C -0.12 0.43 -0.15
C 0.89 -0.88 -0.59
C 0.14 -0.13 -0.05
C 0.11 -0.09 -0.18
C 0.24 -0.14 0.03
C -0.08 0.10 0.04
C -0.07 -0.04 -0.05
H -0.31 -0.08 -0.19
H 0.08 -0.16 -0.30
H 0.45 -0.17 -0.03
H 0.29 0.10 0.28
H -0.15 0.49 0.33
C 0.11 0.16 -0.08
C 0.07 0.10 0.08
C -0.20 -0.13 -0.31
C -0.14 -0.16 0.09
C -0.20 -0.04 -0.01
H 0.09 0.31 0.17
H 0.12 0.18 -0.29
H -0.13 -0.17 -0.42
H -0.20 -0.22 -0.03
H -0.08 -0.06 0.34
C 0.04 -0.26 -0.13
C 0.26 -0.23 0.04
C -0.13 0.06 0.21
C 0.29 -0.23 -0.02
C -0.60 0.31 -0.33
H 0.27 -0.21 -0.29
H 0.18 -0.24 0.11
H -0.12 -0.25 0.44
H -0.22 0.28 0.17
H -0.09 0.27 -0.05
C -0.05 0.16 -0.01
C 0.01 -0.02 -0.01
C 0.22 -0.02 0.14
C -0.14 -0.02 -0.17
C 0.39 0.11 0.09
H -0.20 -0.47 0.09
H 0.07 -0.06 0.33
H 0.32 0.12 0.17
H 0.24 0.11 -0.20
H -0.09 -0.23 -0.24
C 0.04 -0.26 -0.18
C -0.03 -0.06 0.07
C -0.12 0.25 -0.30
C -0.12 0.12 -0.14
C -0.07 -0.03 0.05
H 0.07 -0.22 0.14
H 0.07 -0.14 -0.20
H -0.05 0.18 -0.27
H -0.11 0.24 0.04
H -0.06 -0.08 0.35
C -0.01 1.15 0.26
C 0.38 -0.46 -0.32
C -0.57 0.39 -0.45
C 1.24 -1.37 0.85
C -0.18 -0.84 -1.17
H -0.03 0.44 -0.21
H 0.10 0.41 0.19
H -0.25 0.05 0.46
H 0.08 -0.51 -0.01
H -0.88 0.72 -0.26
H -0.99 0.53 -1.87
H 1.49 -0.58 1.63
C -0.84 -0.16 -0.03
C 1.70 0.11 0.15
C -0.66 0.27 0.01
C -0.09 -0.29 0.14
C 0.16 0.14 -0.04
C 0.17 0.02 0.02
C 0.12 0.10 0.16
C -0.04 -0.19 -0.18
H -0.15 -0.13 -0.26
H 0.15 0.17 -0.29
H 0.30 -0.02 0.08
H 0.13 0.04 0.28
H -0.27 -0.15 0.08

Record 2
ORCA calculation (wB97M-V/def2-TZVPD) on a structure of composition C45H38CoN6OSTe in a non-equilibrium geometry.

Calculated values
⟨S²⟩ = 2.1354
Lowest unoccupied orbital energy (alpha / beta) = 2.0 / 1.8 eV
Charge = -1
Electronic energy = -114020.879 eV
Kohn-Sham gap (alpha / beta) = 4.68 / 6.25 eV
2S+1 = 3

Geometry (Å):
Co -1.37564 -0.72973 1.66894
N -4.95315 -2.47183 0.19209
C -3.91200 -1.69063 0.56150
S -2.27995 -2.18680 0.21040
N -4.11350 -0.57522 1.16496
N -3.04324 0.05566 1.61279
C -3.06271 1.37821 1.98998
C -4.27687 2.16000 2.01243
C -5.37142 1.60359 2.63251
C -6.68795 2.03250 2.45842
C -6.89350 3.30598 1.84592
C -5.77045 3.96153 1.36211
C -4.51591 3.34686 1.33068
C -1.75493 1.81249 2.44881
C -1.38198 3.11783 2.88812
C -0.05453 3.31440 3.26814
C 0.85479 2.21802 3.30394
C 0.43383 0.95978 2.81941
N -0.87293 0.71326 2.55969
H -4.83901 -3.33835 -0.29088
H -5.89249 -2.21059 0.43926
H -5.25592 0.69599 3.17562
H -7.48249 1.49278 2.94919
H -7.88301 3.81384 1.76172
H -5.76779 4.95788 0.97266
H -3.73975 3.87913 0.78421
H -2.18035 3.78847 3.01244
H 0.37254 4.36067 3.36285
H 1.90982 2.43896 3.56391
H 1.06735 0.06253 2.77594
N -7.20231 -2.48438 8.38577
C -6.41796 -2.23889 7.52514
C -5.56404 -1.91254 6.46467
C -4.28784 -1.35964 6.71095
C -3.31426 -1.33699 5.74896
C -3.53969 -2.03903 4.51084
C -4.83727 -2.68572 4.31287
C -5.83510 -2.57565 5.22729
C -2.42611 -2.34269 3.75939
C -1.68902 -2.69602 2.73611
H -4.16569 -0.91501 7.72471
H -2.28966 -0.95666 5.87072
H -4.98015 -3.13597 3.36035
H -6.83140 -2.93536 4.99521
C 5.33760 0.93303 -8.98943
C 4.58994 0.62829 -7.70305
C 5.34363 0.42436 -6.52736
C 4.76598 0.16482 -5.28417
C 5.66927 0.16942 -4.11126
C 3.39931 0.11123 -5.22104
Te 2.42817 -0.20213 -3.22760
N 0.26038 -1.60580 1.55707
C 0.45588 -2.80425 1.83822
O -0.61813 -3.55291 2.53245
C 1.62283 -3.68543 1.72740
C 2.73205 -3.11082 1.15140
C 3.89037 -3.84053 0.93924
C 3.94681 -5.14580 1.39876
C 2.74384 -5.79484 1.85615
C 1.57768 -5.02436 2.09497
C 3.02137 1.38812 -1.97431
C 3.55487 1.08846 -0.70265
C 3.92434 2.10935 0.16218
C 4.13561 3.40817 -0.37806
C 3.57193 3.74119 -1.57611
C 3.00609 2.74021 -2.43260
C 2.25509 3.15019 -3.66527
C 2.61984 0.16315 -6.44775
C 1.18717 -0.10960 -6.42411
C 3.18978 0.46222 -7.67081
H 5.98778 1.77173 -8.97897
H 4.56519 1.03494 -9.77971
H 5.92588 0.03963 -9.22592
H 6.42552 0.29124 -6.64428
H 6.74507 0.12272 -4.32123
H 5.33784 -0.51123 -3.33638
H 5.63907 1.21032 -3.68844
H 2.72355 -2.04779 0.85610
H 4.80570 -3.32643 0.61386
H 4.87655 -5.62100 1.43783
H 2.80215 -6.86137 2.10122
H 0.68115 -5.51012 2.48085
H 3.44888 0.06472 -0.38554
H 4.26905 1.97037 1.15566
H 4.51608 4.17495 0.29873
H 3.51776 4.79143 -1.80470
H 1.87453 4.18610 -3.62417
H 1.39254 2.47179 -3.77630
H 2.92572 3.05262 -4.52501
H 0.87504 -0.07007 -7.49677
H 0.59609 0.63054 -5.90473
H 0.91883 -1.00185 -5.96393
H 2.64199 0.67834 -8.58118

Force components x, y, z for each atom (eV/Å):
Co -1.59 -3.63 -1.20
N -1.03 -0.25 -0.12
C 1.48 0.06 -0.07
S -0.06 -0.58 -0.40
N -2.38 0.43 0.22
N 0.98 2.14 0.45
C 1.95 -0.91 0.22
C -0.55 0.55 -0.69
C -1.92 -0.78 -0.03
C 0.66 2.04 0.00
C -0.31 -0.43 0.37
C 0.48 -0.58 -0.08
C 0.19 0.60 0.20
C -1.13 -1.23 0.59
C 1.62 -1.96 0.19
C -0.14 0.77 -0.54
C 0.29 -0.26 -1.07
C -0.27 1.04 1.83
N 1.86 3.53 0.02
H 0.38 -0.02 -0.02
H 0.16 0.21 0.03
H 0.30 -0.62 0.35
H -0.19 -0.05 -0.14
H 0.81 -0.71 0.21
H -0.60 0.42 -0.35
H 0.14 -0.27 0.20
H -0.55 1.31 -0.26
H -0.80 -1.35 0.47
H -0.79 -0.48 -0.29
H -0.14 0.67 -0.02
N 2.70 0.68 -2.79
C -3.63 -0.21 3.66
C 1.03 -1.16 -1.13
C -0.89 0.77 1.13
C 0.27 -0.63 -1.29
C -1.45 -0.51 2.01
C 1.77 1.58 -0.28
C 0.22 0.82 0.56
C 2.58 -1.39 -4.65
C -0.34 -0.01 3.95
H 0.25 -0.38 -0.92
H -0.72 0.03 0.29
H -0.19 -0.49 -0.57
H 0.12 -0.22 0.27
C -1.70 -1.61 -0.33
C 0.76 0.05 0.81
C -0.26 -0.57 -1.56
C 0.87 0.69 -0.81
C 0.41 1.64 0.99
C -1.63 -0.17 -0.23
Te -0.19 -0.43 -0.99
N 2.03 -1.28 -0.39
C -1.86 1.22 1.01
O -1.43 1.63 -0.44
C -0.75 0.46 -0.28
C 0.96 0.71 -0.81
C 0.47 0.30 0.99
C -2.74 -0.16 0.13
C 0.98 1.19 0.27
C 1.44 -1.39 -0.78
C 1.25 1.70 -0.69
C -1.29 0.36 -0.14
C 1.37 0.89 -1.81
C -1.09 -0.97 1.69
C -0.36 -1.05 -1.11
C -0.19 0.17 1.69
C -0.05 -0.09 -0.09
C 0.95 0.11 1.87
C -1.14 1.63 -1.93
C 2.11 0.62 0.67
H 0.42 0.85 0.23
H 0.68 0.15 0.16
H 0.08 0.19 -0.19
H -0.27 0.52 0.17
H -0.33 -0.74 -0.34
H 0.23 -0.16 0.18
H -0.38 -0.79 0.05
H -0.36 -0.68 0.26
H -0.47 -0.33 -0.06
H 1.14 -1.06 -0.22
H -0.18 0.47 0.04
H 0.25 0.40 -0.11
H 0.28 -0.22 0.33
H 0.06 -0.60 0.75
H -0.01 -0.10 -0.31
H 0.02 0.17 -0.58
H 0.33 -0.41 0.12
H 0.33 0.27 -0.26
H -0.33 -0.01 -0.20
H -0.29 -0.41 0.92
H -0.03 0.54 0.26
H -0.33 -1.89 0.55
H -0.33 -0.38 0.17